1.
{
  "formula": "C28H22BBrCl5N6O3Sc",
  "method": "the ωB97M-V functional and the def2-TZVPD basis",
  "species": ["Sc", "O", "C", "C", "C", "C", "C", "C", "C", "O", "N", "N", "C", "C", "Br", "C", "C", "C", "C", "C", "C", "C", "H", "H", "H", "H", "H", "H", "H", "H", "H", "H", "H", "H", "H", "H", "B", "N", "C", "C", "C", "N", "N", "C", "C", "C", "N", "H", "H", "H", "H", "H", "H", "H", "H", "Cl", "C", "C", "Cl", "C", "Cl", "C", "O", "C", "Cl", "C", "Cl"],
  "coordinates": [[-0.539872, 0.526288, -0.339949], [0.640310, 1.694923, 5.087374], [1.452800, 2.489723, 4.314419], [2.365519, 3.291328, 4.983695], [3.230556, 4.086488, 4.249153], [3.182102, 4.092733, 2.860817], [2.262529, 3.288815, 2.205615], [1.395726, 2.474922, 2.921272], [0.426867, 1.555306, 2.219501], [0.349785, 1.761125, 0.866612], [0.851635, 0.147635, 2.451807], [0.831342, -0.640657, 1.366899], [1.380555, -1.790699, 1.405962], [1.463372, -2.646911, 0.220516], [1.191496, -1.763208, -1.417656], [1.807608, -3.930653, 0.298958], [2.001187, -4.926589, -0.769126], [3.085599, -5.797011, -0.662698], [3.326755, -6.745258, -1.643791], [2.473343, -6.843263, -2.734046], [1.378141, -5.997607, -2.834788], [1.141598, -5.041759, -1.858239], [-0.071609, 1.323173, 4.553318], [2.383598, 3.281130, 6.065152], [3.944849, 4.712292, 4.769392], [3.857274, 4.724262, 2.299061], [2.194433, 3.283751, 1.125370], [-0.581825, 1.673340, 2.650019], [1.577585, -0.024904, 3.132839], [1.832365, -2.181424, 2.316679], [2.003657, -4.278338, 1.311154], [3.746280, -5.721569, 0.192893], [4.178311, -7.406869, -1.554332], [2.659251, -7.582018, -3.502874], [0.701591, -6.083263, -3.675118], [0.278470, -4.393825, -1.934809], [-2.969369, 0.016924, 1.843338], [-3.049820, -0.993429, 0.667553], [-4.088123, -1.702755, 0.225862], [-3.708219, -2.396384, -0.912282], [-2.377751, -2.038864, -1.097412], [-1.978835, -1.199106, -0.136886], [-3.048977, 1.460669, 1.224085], [-3.640796, 2.562648, 1.688001], [-3.368415, 3.611737, 0.822748], [-2.580283, 3.038163, -0.167885], [-2.391824, 1.740397, 0.081715], [-1.895652, -0.125455, 2.389118], [-3.907181, -0.137710, 2.584736], [-5.025339, -1.659820, 0.756204], [-4.306482, -3.061045, -1.509840], [-1.689094, -2.316442, -1.878977], [-4.237485, 2.515808, 2.584338], [-3.711678, 4.628616, 0.892729], [-2.130855, 3.491870, -1.038476], [0.243053, 4.836340, -6.288753], [-0.091131, 3.627094, -5.108991], [0.858859, 3.317814, -4.139438], [2.369436, 4.143082, -4.096042], [0.579960, 2.339481, -3.195459], [1.713632, 1.940539, -1.948837], [-0.633187, 1.643203, -3.186952], [-0.867227, 0.717199, -2.284771], [-1.581902, 1.974206, -4.161108], [-3.079695, 1.127622, -4.138419], [-1.311196, 2.952566, -5.111625], [-2.497606, 3.333624, -6.299326]],
  "atomic_forces_ev_per_a": [[-0.2, -0.3, 0.2], [0.0, 0.1, -0.1], [-0.1, -0.1, 0.1], [0.1, 0.1, -0.1], [0.0, 0.0, 0.1], [0.0, 0.0, 0.1], [0.0, 0.0, 0.0], [0.1, 0.0, 0.1], [0.0, 0.1, -0.5], [0.1, 0.2, 0.2], [-0.2, -0.1, 0.1], [0.0, 0.0, 0.1], [0.0, -0.1, -0.3], [0.0, 0.0, 0.5], [-0.1, 0.3, -0.3], [0.0, -0.1, 0.0], [0.0, 0.2, 0.1], [0.0, -0.1, 0.0], [0.0, 0.1, 0.0], [0.0, 0.0, 0.0], [0.0, 0.0, 0.0], [0.0, 0.0, -0.1], [0.0, 0.0, 0.0], [0.0, 0.0, 0.0], [0.0, 0.0, 0.0], [0.0, 0.0, 0.0], [0.0, 0.0, 0.0], [0.0, 0.0, 0.1], [0.1, 0.0, 0.0], [0.0, 0.0, 0.0], [0.0, 0.0, 0.0], [0.0, 0.0, 0.0], [0.0, 0.0, 0.0], [0.0, 0.0, 0.0], [0.0, 0.0, 0.0], [0.0, -0.1, 0.0], [-0.1, 0.1, 0.0], [0.2, 0.0, 0.1], [0.0, 0.0, 0.0], [0.0, 0.0, 0.0], [0.1, 0.1, 0.0], [-0.2, 0.2, 0.0], [0.0, -0.2, 0.0], [-0.1, -0.1, 0.0], [-0.1, 0.0, 0.0], [0.1, 0.0, -0.1], [0.2, 0.0, 0.1], [0.0, 0.0, -0.1], [0.1, 0.0, 0.0], [0.0, 0.0, 0.0], [0.0, 0.0, 0.0], [-0.1, 0.0, 0.0], [0.0, 0.0, 0.0], [0.0, 0.0, 0.0], [0.0, 0.0, 0.0], [0.0, 0.0, 0.0], [0.1, 0.1, 0.0], [0.0, 0.0, 0.1], [-0.1, 0.0, 0.0], [0.1, 0.1, -0.1], [0.0, 0.0, -0.1], [0.0, -0.3, 0.3], [0.2, 0.3, -0.2], [0.0, 0.0, -0.1], [0.0, 0.0, 0.0], [-0.1, 0.0, 0.0], [0.0, 0.0, 0.0]]
}

***

2.
{
  "formula": "C30H55ClP2Si2Sn",
  "method": "the ωB97M-V functional and the def2-TZVPD basis",
  "species": ["Sn", "C", "C", "C", "Si", "C", "C", "Si", "H", "H", "H", "Cl", "C", "C", "C", "C", "H", "H", "H", "H", "H", "H", "H", "H", "H", "H", "H", "H", "C", "C", "P", "H", "H", "P", "H", "H", "C", "C", "C", "C", "C", "H", "C", "H", "H", "H", "H", "H", "H", "H", "C", "C", "H", "H", "H", "H", "H", "H", "H", "C", "C", "H", "H", "H", "H", "H", "H", "C", "C", "H", "H", "H", "H", "H", "H", "H", "C", "H", "H", "H", "C", "C", "C", "C", "C", "C", "H", "H", "H", "H", "H"],
  "coordinates": [[-0.396322, 0.084793, 0.759818], [1.816455, -0.246001, -1.753290], [1.082075, -1.433105, -2.027410], [-0.120856, -1.018645, -2.672493], [1.642653, -3.182600, -1.648344], [-0.133596, 0.393097, -2.737837], [1.055027, 0.898469, -2.127823], [1.610794, 2.686885, -1.970528], [2.836475, -0.222548, -1.367019], [-0.871341, -1.689780, -3.078033], [-0.879637, 1.002665, -3.238485], [-3.046214, -0.167449, 2.534711], [3.463458, 2.683671, -1.742865], [1.102105, 3.611671, -3.516112], [3.503172, -3.227983, -1.544273], [1.036748, -4.343937, -2.983313], [1.698984, 3.232640, -4.360758], [1.322714, 4.683546, -3.392993], [0.036262, 3.497663, -3.763979], [3.765784, 2.263651, -0.774345], [3.845457, 3.710892, -1.802681], [3.947362, 2.096644, -2.536581], [1.582947, -4.111394, -3.912907], [-0.040661, -4.208930, -3.159394], [1.231412, -5.398755, -2.722322], [3.936402, -2.984549, -2.524631], [3.874959, -4.224109, -1.262892], [3.861281, -2.501761, -0.805906], [0.805170, 3.488946, -0.446853], [0.875061, -3.607673, 0.039674], [-0.827795, 2.821105, 0.041035], [0.828954, 4.589337, -0.594793], [1.472112, 3.284529, 0.403326], [-0.697828, -2.780390, 0.457479], [1.658118, -3.412892, 0.794079], [0.683375, -4.686146, 0.063085], [-1.120465, -3.350491, 2.195817], [-1.902166, -3.786115, -0.613941], [-1.950595, 3.493408, -1.289281], [-1.365443, 3.793119, 1.552114], [-1.586154, 2.906187, 2.775869], [-2.351291, 4.211599, 1.291273], [-0.436356, 4.964285, 1.900249], [0.587613, 4.627394, 2.107130], [-0.818590, 5.463694, 2.804893], [-0.398570, 5.711187, 1.100406], [-2.247929, 2.040630, 2.571461], [-2.060996, 3.495439, 3.580139], [-0.652312, 2.511668, 3.197339], [-1.500513, 3.096152, -2.213179], [-1.939783, 5.022523, -1.325431], [-3.389923, 2.965350, -1.163705], [-0.950896, 5.448625, -1.539519], [-2.314831, 5.440800, -0.381345], [-2.629747, 5.346372, -2.118306], [-3.485458, 1.922872, -1.484707], [-4.032274, 3.579975, -1.808252], [-3.763072, 3.056382, -0.134665], [-1.505349, -3.636146, -1.633656], [-3.327914, -3.222930, -0.542210], [-1.944897, -5.282708, -0.299477], [-0.994635, -5.801684, -0.465772], [-2.682432, -5.740894, -0.975891], [-2.294441, -5.468462, 0.727495], [-3.431442, -2.262935, -1.053914], [-3.662193, -3.106217, 0.498054], [-4.020048, -3.918670, -1.031465], [-0.956120, -2.216797, 3.197978], [-0.373809, -4.588726, 2.683888], [-2.198165, -3.584732, 2.111432], [0.700865, -4.395135, 2.740351], [-0.551162, -5.483675, 2.074807], [-0.721651, -4.796329, 3.701652], [0.026023, -1.732442, 3.169497], [-1.161963, -2.576563, 4.212899], [-1.743734, -1.439754, 3.001697], [-2.445954, -0.094879, -0.118836], [-2.647146, -0.195574, -1.194121], [-2.904660, -0.949932, 0.413053], [-2.823387, 0.873399, 0.247909], [4.173642, 0.725408, 2.946780], [3.918974, -0.460858, 2.247132], [2.679901, -0.653163, 1.607484], [1.708582, 0.347181, 1.685432], [1.931430, 1.506347, 2.426370], [3.187827, 1.718981, 3.031447], [5.129294, 0.861071, 3.470336], [4.673488, -1.251652, 2.213762], [2.486738, -1.601505, 1.094366], [1.144730, 2.245772, 2.593168], [3.378337, 2.641567, 3.589617]],
  "atomic_forces_ev_per_a": [[-0.6, -0.5, -1.8], [-0.3, -0.3, 0.7], [0.3, -0.2, -0.3], [0.3, 0.5, 0.1], [-0.7, 1.5, -0.5], [0.1, -0.5, 0.1], [-0.1, 0.4, 0.0], [-0.5, -1.7, -0.3], [-0.3, 0.0, 0.1], [0.0, 0.1, 0.0], [-0.1, -0.1, 0.1], [-0.6, 1.0, 0.9], [0.3, 0.3, 0.0], [0.2, 0.4, 0.0], [0.2, -0.4, 0.1], [0.1, -0.3, 0.0], [-0.2, 0.1, 0.2], [-0.1, -0.2, -0.2], [0.3, 0.0, 0.1], [-0.1, 0.1, -0.2], [0.1, -0.1, 0.1], [-0.2, 0.1, 0.2], [-0.3, -0.1, 0.3], [0.3, -0.1, -0.1], [-0.1, 0.3, -0.2], [-0.1, 0.0, 0.3], [0.0, 0.2, 0.0], [0.1, -0.1, -0.1], [0.2, 0.5, 0.1], [0.3, -0.6, 0.1], [0.7, 0.8, 0.3], [-0.2, -0.5, 0.2], [0.0, 0.0, -0.2], [0.6, -0.8, 0.6], [-0.5, 0.0, -0.1], [0.2, 0.0, 0.2], [-0.1, -0.2, -0.3], [0.1, 0.8, -0.2], [0.1, -0.7, -0.1], [0.0, 0.2, 0.1], [-0.5, -0.3, 0.2], [0.2, -0.1, 0.0], [-0.2, 0.2, 0.1], [-0.2, 0.1, 0.0], [0.1, -0.1, -0.2], [0.1, -0.1, 0.1], [0.4, 0.5, 0.1], [0.2, -0.2, -0.3], [-0.1, 0.1, -0.1], [-0.2, 0.2, 0.2], [-0.1, 0.1, -0.1], [0.0, 0.2, -0.2], [-0.3, -0.1, 0.1], [0.1, 0.0, -0.3], [0.2, 0.0, 0.2], [0.1, 0.3, 0.1], [0.0, -0.2, 0.2], [0.0, 0.0, -0.2], [-0.2, -0.1, 0.3], [-0.1, 0.0, -0.1], [-0.1, -0.1, 0.0], [-0.1, 0.1, 0.1], [0.2, 0.1, 0.2], [0.1, 0.0, -0.3], [0.1, -0.2, 0.1], [0.0, 0.0, -0.2], [0.1, 0.1, 0.1], [-0.8, 0.4, 0.0], [-0.1, -0.2, 0.0], [0.3, 0.1, 0.2], [-0.1, -0.1, 0.0], [0.2, 0.2, 0.1], [0.1, -0.1, -0.1], [0.2, -0.3, 0.1], [0.3, 0.0, -0.1], [1.3, -1.0, 0.4], [-0.1, 0.2, -0.3], [1.0, 0.2, 0.0], [0.6, 0.9, -0.4], [-0.1, -0.7, -0.2], [-0.2, 0.1, 0.0], [-0.5, 0.2, -0.1], [0.2, -0.1, 0.2], [-1.4, -0.1, 0.3], [0.5, 0.1, 0.2], [-0.1, -0.5, -0.2], [-0.4, 0.0, -0.3], [-0.3, 0.3, 0.0], [0.1, 0.6, 0.1], [0.3, -0.2, -0.3], [-0.1, -0.4, -0.2]]
}

***

3.
{
  "formula": "C4H10O7",
  "method": "the ωB97M-V functional and the def2-TZVPD basis",
  "total_charge": -2,
  "species": ["O", "C", "O", "C", "C", "C", "O", "O", "H", "H", "H", "H", "H", "H", "O", "H", "H", "O", "H", "H", "O"],
  "coordinates": [[2.578338, 1.160074, -0.271634], [1.703984, 1.171005, 0.596592], [1.860319, 1.503804, 1.792473], [0.308291, 0.675113, 0.064877], [0.342352, -0.833673, -0.199764], [-0.844727, -1.550215, -0.796691], [-0.745122, -2.603307, -1.415202], [-1.992124, -0.983217, -0.535363], [-0.420584, 1.038107, 0.833347], [0.050867, 1.339632, -0.844013], [0.739860, -1.360274, 0.748954], [1.282290, -1.156598, -0.745707], [-2.452371, 1.634088, 1.294775], [-2.362917, 0.529387, 0.075345], [-2.823593, 1.318955, 0.491645], [-3.114311, -2.002174, -1.316810], [-2.535006, -3.145826, -1.818923], [-3.379491, -2.876238, -1.762182], [3.783196, 1.969641, 0.550474], [3.676194, 1.922188, 1.958436], [4.344556, 2.249527, 1.299370]],
  "atomic_forces_ev_per_a": [[1.4, 0.1, -1.4], [-1.5, -0.7, -0.1], [-0.8, -0.1, 0.6], [-0.3, 1.9, 0.3], [2.9, -1.1, 0.8], [-2.1, 1.6, 1.3], [1.0, -0.8, -0.5], [1.1, -0.2, -0.4], [0.4, -1.0, -0.6], [0.5, -1.4, 1.0], [-1.5, 0.7, -0.7], [-1.1, 1.0, -0.3], [0.9, -0.2, 0.7], [0.0, 0.2, 0.8], [-1.3, 0.0, -1.4], [-0.6, -0.7, -0.3], [5.0, -2.1, -0.6], [-4.9, 2.6, 0.7], [0.2, -0.2, -0.8], [0.6, 0.5, -0.4], [0.1, 0.0, 1.2]]
}

***

4.
{
  "formula": "C5H12NO2P",
  "method": "the ωB97M-V functional and the def2-TZVPD basis",
  "smiles": "CN[P@]1(=O)CC[C@H](C)O1",
  "species": ["C", "C", "C", "C", "C", "N", "O", "O", "P", "H", "H", "H", "H", "H", "H", "H", "H", "H", "H", "H", "H"],
  "coordinates": [[-0.642387, -0.513020, -1.562711], [0.867157, -0.791442, -1.494287], [-1.342330, -1.114110, -0.340914], [-2.397342, -0.002014, 0.088769], [2.319364, 0.914827, 2.107446], [1.552926, 0.576321, 0.959040], [2.150867, -1.958651, 0.774796], [-0.357748, -1.245159, 0.676777], [1.231317, -0.956090, 0.343763], [-0.640501, 0.641255, -1.562770], [-1.054461, -0.868513, -2.393386], [1.302274, -1.792332, -1.844224], [1.549579, -0.183599, -1.969602], [-1.582193, -2.175852, -0.607183], [-1.700776, 0.573966, 0.834905], [-3.223681, -0.576673, 0.566966], [-2.759362, 0.529530, -0.816908], [2.647592, -0.054096, 2.359817], [3.061610, 1.539505, 1.705653], [1.553139, 1.337120, 2.821045], [1.193313, 1.343683, 0.384089]],
  "atomic_forces_ev_per_a": [[3.4, 2.9, 2.6], [0.3, -3.4, 2.0], [0.9, 1.0, -0.9], [1.2, -2.2, 0.9], [-2.6, -0.1, 0.1], [-1.8, -0.8, -3.1], [1.8, -1.9, 1.2], [0.8, -0.2, 0.9], [-3.2, 3.2, -1.9], [-0.7, -1.6, 0.0], [-1.8, -1.2, -3.7], [-1.3, 0.7, 0.3], [1.0, 2.1, -1.0], [-0.9, 1.1, 0.4], [-2.0, -0.5, -1.4], [0.4, 1.1, 0.1], [0.3, -0.1, 0.9], [1.2, -0.7, 1.4], [1.4, 1.1, 0.7], [1.7, -0.1, 0.0], [0.1, -0.5, 0.4]]
}

***

5.
{
  "formula": "C6H6N4O3",
  "method": "the ωB97M-V functional and the def2-TZVPD basis",
  "smiles": "CC(=O)OC(=O)Cc1nncnn1",
  "species": ["C", "C", "O", "O", "C", "O", "C", "C", "N", "N", "C", "N", "N", "H", "H", "H", "H", "H", "H"],
  "coordinates": [[2.205857, -1.019716, 0.037559], [2.230225, 0.316214, 0.928566], [2.537698, 0.232457, 2.136427], [1.939988, 1.614719, 0.403751], [0.956036, 1.536810, -0.660464], [1.391431, 1.317019, -1.824528], [-0.602093, 1.769832, -0.409089], [-1.411732, 0.384863, -0.132679], [-2.052781, 0.337841, 1.093834], [-2.742273, -0.755240, 1.301719], [-2.700951, -1.664935, 0.249098], [-2.020901, -1.630507, -0.965170], [-1.333965, -0.534219, -1.165042], [2.704542, -1.830665, 0.668375], [1.155680, -1.381033, -0.228618], [2.824118, -0.811567, -0.914013], [-0.717904, 2.511195, 0.452598], [-1.023610, 2.220798, -1.384509], [-3.339367, -2.613866, 0.412185]],
  "atomic_forces_ev_per_a": [[0.5, 0.7, -0.2], [0.8, -1.3, 3.7], [-1.0, 0.7, -4.5], [-2.1, -2.1, -0.6], [1.8, -0.8, -4.6], [-2.0, 1.0, 4.9], [0.1, -0.3, 0.2], [1.5, 2.1, -0.2], [1.1, -0.5, -2.6], [0.4, -1.6, -2.6], [-0.9, -1.4, 0.3], [-1.3, 0.5, 2.8], [-0.6, 1.4, 2.4], [-0.7, 1.4, -0.8], [1.4, 0.8, 0.2], [-1.2, -0.5, 1.4], [-0.1, -1.3, -1.1], [0.9, -0.8, 1.6], [1.2, 1.8, -0.3]]
}

***

Number 1: highest occupied orbital energy -8.4964 eV. Number 2: highest occupied orbital energy -6.9161 eV. Number 3: highest occupied orbital energy -2.1456 eV. Number 4: highest occupied orbital energy -9.2550 eV. Number 5: highest occupied orbital energy -10.4438 eV.